{"formula": "C2H10MoN3S", "method": "ωB97M-V/def2-TZVPD", "total_charge": 1, "multiplicity": 3, "s_squared": 2.026, "homo_lumo_gap_ev": [6.52, 7.88], "elements": ["C", "Mo", "N", "N", "H", "H", "H", "H", "H", "H", "H", "H", "H", "H", "S", "C", "N"], "coordinates": [[-2.100, 0.021, -1.040], [-0.213, 0.588, -0.231], [1.728, -0.039, 0.705], [0.762, -0.520, -1.892], [1.577, -0.904, 1.248], [0.894, 1.841, 0.085], [-2.821, 0.605, -0.451], [-2.380, -1.020, -1.013], [-2.109, 0.375, -2.081], [1.102, -1.431, -1.572], [1.554, -0.011, -2.277], [0.138, -0.728, -2.684], [2.532, -0.170, 0.093], [1.997, 0.683, 1.381], [-1.089, 0.102, 4.378], [-0.883, 0.238, 2.819], [-0.689, 0.371, 1.635]], "nbo_charge": [-1.062, 1.325, -0.997, -1.031, 0.414, -0.115, 0.253, 0.253, 0.220, 0.421, 0.419, 0.432, 0.399, 0.434, 0.145, 0.210, -0.720]}